1.
A molecular structure, C20H40NP3PbS2. Source: the OMol25 dataset; level of theory: ωB97M-V with the def2-TZVPD basis set.

CARTESIAN COORDINATES (ANGSTROEM)
Pb -0.53 -0.78 -1.71
P 1.57 1.11 0.58
P -1.83 1.57 -0.18
P 0.63 1.63 -3.03
H -0.15 -5.66 -1.30
C 0.59 -5.66 -2.13
C 1.83 -5.19 -1.96
H 2.23 -4.81 -1.01
C 1.54 0.50 2.27
C 1.57 2.90 0.80
C 3.18 0.72 -0.11
C -3.57 1.24 -0.63
C -2.01 1.89 1.62
C -1.68 3.30 -0.75
C 1.85 0.75 -4.08
C 1.54 3.22 -2.83
C -0.52 2.12 -4.36
H 0.27 -6.06 -3.09
H 2.60 -5.42 -2.72
H 1.90 -0.54 2.31
H 0.52 0.55 2.68
H 2.21 1.17 2.83
H 0.69 3.27 1.38
H 1.68 3.48 -0.15
H 2.49 3.05 1.43
H 3.37 -0.37 -0.06
H 3.88 1.26 0.53
H 3.27 1.06 -1.15
H -4.15 2.13 -0.38
H -3.96 0.38 -0.08
H -3.64 1.04 -1.71
H -2.89 2.54 1.76
H -1.12 2.39 2.01
H -2.17 0.95 2.17
H -2.57 3.83 -0.40
H -1.62 3.34 -1.85
H -0.78 3.76 -0.32
H 2.03 1.36 -4.97
H 1.47 -0.24 -4.38
H 2.79 0.62 -3.52
H 1.77 3.60 -3.84
H 2.48 3.06 -2.29
H 0.94 3.96 -2.30
H 0.09 2.53 -5.18
H -1.22 2.90 -4.01
H -1.10 1.26 -4.72
C -1.52 -2.23 -4.74
C -2.31 -2.47 -5.90
C -1.91 -3.39 -6.85
C -0.66 -4.03 -6.71
C 0.18 -3.70 -5.63
C -0.24 -2.80 -4.67
S -2.29 -1.26 -3.54
H 0.72 0.01 0.03
H -3.27 -1.96 -6.00
H -2.54 -3.64 -7.70
H -0.36 -4.79 -7.42
H 1.15 -4.18 -5.54
H 0.43 -2.60 -3.83
S -2.31 -1.61 3.34
C -0.78 -2.44 3.29
C -0.32 -2.53 2.00
N -1.14 -1.92 1.05
C -2.24 -1.44 1.62
H -0.28 -2.80 4.19
H 0.59 -3.04 1.70
H -3.11 -1.03 1.09

Results
Strongest force on any atom = 3.182 eV/Å
HOMO-LUMO gap (spin up / spin down) = 3.090 / 2.915 eV
HOMO energy (spin up / spin down) = -19.36 / -19.26 eV
E_tot = -2852.450988 a.u.
Charge = +4
Relative energy (zero: lowest compared OMol25 entry of this formula, charge and spin) = 1.5783 eV

Here are the Mulliken charges for atoms 1 to 4, given in e: atom 1 (Pb): 0.949, atom 2 (P): 1.404, atom 3 (P): 0.694, atom 4 (P): 0.812

---

2.
A molecular structure, C14H28BCl2CsCuF4O6S3. Source: the OMol25 dataset; level of theory: ωB97M-V with the def2-TZVPD basis set.

CARTESIAN COORDINATES (ANGSTROEM)
Cs -2.35 0.68 0.44
Cu 2.30 0.26 -0.19
B -0.09 -0.17 -0.33
F -0.70 0.26 -1.45
F -0.88 -0.83 0.51
F 1.00 -0.91 -0.63
F 0.35 0.93 0.25
C -2.73 -3.56 1.31
C -1.31 -3.27 1.73
C -1.40 -1.85 2.29
S -3.12 -1.56 2.91
O -3.71 -0.63 1.88
O -3.16 -1.31 4.33
C -3.65 -3.29 2.55
H -2.72 -4.60 0.98
H -3.03 -2.86 0.52
H -0.61 -3.28 0.89
H -1.09 -3.97 2.53
H -1.04 -0.94 1.80
H -0.87 -1.87 3.24
H -4.73 -3.24 2.53
H -3.31 -3.96 3.33
C -0.06 3.54 -1.98
C -0.93 4.64 -1.22
C -0.41 4.82 0.18
S -0.05 3.11 0.73
O -1.20 2.58 1.50
O 1.33 3.00 1.26
C -0.01 2.29 -1.02
H 0.94 3.97 -2.05
H -0.52 3.24 -2.92
H -1.93 4.26 -1.01
H -0.84 5.57 -1.79
H -1.19 5.25 0.81
H 0.45 5.48 0.26
H -0.91 1.68 -1.08
H 0.81 1.58 -1.05
C 0.81 0.19 -2.63
C 1.87 0.81 -3.57
C 3.32 0.48 -3.10
S 3.14 -1.11 -2.21
O 3.43 -0.89 -0.79
O 3.92 -2.16 -2.96
C 1.31 -1.24 -2.55
H -0.13 0.26 -3.18
H 0.64 0.60 -1.63
H 1.87 1.89 -3.66
H 1.79 0.39 -4.57
H 3.70 1.19 -2.37
H 4.06 0.26 -3.86
H 0.83 -1.83 -1.76
H 1.12 -1.66 -3.53
Cl 2.10 -1.62 0.69
C 1.07 -1.01 1.99
C 1.31 -1.82 3.23
Cl 0.67 -3.43 3.13
H 0.03 -1.18 1.72
H 1.22 0.06 2.11
H 0.92 -1.31 4.11
H 2.39 -1.91 3.35

Results
Strongest force on any atom = 16.414 eV/Å
HOMO-LUMO gap = 8.827 eV
HOMO energy = -11.54 eV
E_tot = -5200.503780 a.u.
Charge = +1

Here are the Mulliken charges for atoms 1 to 4, given in e: atom 1 (Cs): 1.274, atom 2 (Cu): -0.080, atom 3 (B): -0.685, atom 4 (F): -0.530

---

3.
A single C4H7NS molecule. Source: the OMol25 dataset; level of theory: ωB97M-V with the def2-TZVPD basis set.

CARTESIAN COORDINATES (ANGSTROEM)
C -2.45 -0.01 -0.23
C -0.80 -1.30 -0.06
C -0.16 0.06 -0.56
C 0.73 0.50 0.59
N -1.50 0.80 -0.60
S -3.96 -0.06 0.31
H -0.53 -1.46 1.02
H -0.98 -2.25 -0.56
H 0.40 -0.08 -1.52
H 0.17 0.31 1.46
H 1.20 1.47 0.60
H 1.57 -0.22 0.54
H -1.71 1.67 -0.97

Results
Strongest force on any atom = 4.580 eV/Å
HOMO-LUMO gap = 8.475 eV
HOMO energy = -7.80 eV
E_tot = -609.446319 a.u.
Charge = 0
Relative energy (zero: lowest compared OMol25 entry of this formula, charge and spin) = 3.0523 eV

Here are the Mulliken charges for atoms 1 to 4, given in e: atom 1 (C): 0.024, atom 2 (C): -0.774, atom 3 (C): 0.374, atom 4 (C): -1.249

---

4.
9 unconnected molecules or ions with the total composition C35H80BrFIN3O11P. Source: the OMol25 dataset; level of theory: ωB97M-V with the def2-TZVPD basis set.

CARTESIAN COORDINATES (ANGSTROEM)
N -4.83 1.42 -2.89
C -5.25 0.21 -2.15
C -4.49 0.03 -0.79
C -2.96 0.44 -0.87
C -2.43 0.45 0.64
C -1.38 1.64 0.78
C -0.19 1.25 -0.14
N -0.15 1.88 -1.30
N 0.87 1.44 -2.03
P 1.02 2.24 -3.66
O -0.39 3.10 -3.80
Br 2.70 3.77 -3.55
C 1.78 0.51 -1.74
C 2.87 0.12 -2.78
C 2.30 -0.82 -3.92
O 2.93 -0.89 -4.91
I 0.44 -1.87 -3.65
C 1.80 -0.16 -0.47
F 2.70 -1.07 -0.11
C 0.72 0.24 0.39
O 0.52 -0.26 1.62
H -4.95 1.23 -3.89
H -5.49 2.16 -2.65
H -5.12 -0.69 -2.80
H -6.34 0.32 -1.90
H -4.94 0.67 0.00
H -4.51 -1.05 -0.50
H -2.82 1.43 -1.35
H -2.46 -0.38 -1.44
H -1.90 -0.53 0.76
H -3.27 0.56 1.36
H -1.06 1.78 1.84
H -1.86 2.58 0.41
H -0.28 3.81 -4.46
H 3.63 -0.51 -2.25
H 3.43 0.99 -3.19
H 1.28 -0.84 1.80
C 1.32 -1.82 -9.25
C -0.03 -1.71 -8.55
C -0.41 -0.26 -8.30
O 0.02 -2.41 -7.31
H 2.11 -1.38 -8.63
H 1.59 -2.86 -9.41
H 1.31 -1.30 -10.21
H -0.79 -2.19 -9.16
H 0.32 0.23 -7.65
H -1.38 -0.21 -7.79
H -0.48 0.30 -9.24
H 0.70 -2.00 -6.76
C -2.45 -4.85 -9.60
C -3.89 -4.57 -10.01
C -4.42 -5.67 -10.92
O -3.96 -3.32 -10.68
H -1.79 -4.89 -10.47
H -2.08 -4.05 -8.95
H -2.37 -5.80 -9.06
H -4.52 -4.50 -9.12
H -3.84 -5.73 -11.84
H -5.45 -5.45 -11.21
H -4.40 -6.64 -10.42
H -3.41 -3.37 -11.47
C 7.04 -0.46 0.14
C 6.60 -1.80 0.73
C 6.51 -2.87 -0.34
O 5.33 -1.64 1.36
H 6.32 -0.11 -0.61
H 7.09 0.30 0.92
H 8.02 -0.54 -0.33
H 7.31 -2.11 1.50
H 5.77 -2.60 -1.11
H 6.19 -3.82 0.09
H 7.48 -3.02 -0.83
H 4.70 -1.37 0.69
C -7.60 1.85 3.06
C -6.58 2.70 2.32
C -6.55 4.12 2.87
O -6.91 2.74 0.93
H -8.61 2.26 2.94
H -7.63 0.84 2.64
H -7.37 1.78 4.12
H -5.59 2.25 2.41
H -7.52 4.61 2.75
H -5.82 4.72 2.33
H -6.29 4.12 3.93
H -7.78 3.14 0.84
C -6.09 9.05 -0.05
C -6.20 7.59 0.38
C -5.78 6.65 -0.74
O -7.55 7.31 0.75
H -6.75 9.25 -0.91
H -6.41 9.71 0.75
H -5.07 9.30 -0.33
H -5.58 7.42 1.26
H -6.43 6.77 -1.62
H -5.88 5.61 -0.42
H -4.75 6.83 -1.04
H -8.11 7.46 -0.02
C 1.67 1.39 5.43
C 2.16 0.09 6.07
C 3.45 -0.39 5.44
O 1.15 -0.92 5.92
H 1.47 1.24 4.36
H 0.74 1.71 5.89
H 2.41 2.18 5.54
H 2.31 0.24 7.14
H 3.32 -0.59 4.37
H 3.78 -1.32 5.90
H 4.24 0.36 5.55
H 1.01 -1.06 4.98
C 6.80 -5.15 5.19
C 7.85 -4.32 4.46
C 7.88 -2.89 4.98
O 7.57 -4.31 3.06
H 5.80 -4.73 5.03
H 6.79 -6.17 4.80
H 7.00 -5.19 6.26
H 8.83 -4.77 4.59
H 6.91 -2.40 4.82
H 8.62 -2.30 4.45
H 8.11 -2.86 6.05
H 6.70 -3.91 2.94
C 4.20 -0.76 11.38
C 3.34 -0.58 10.14
C 2.19 -1.57 10.11
O 4.15 -0.75 8.98
H 4.64 -1.76 11.41
H 5.02 -0.04 11.39
H 3.61 -0.61 12.29
H 2.95 0.44 10.11
H 2.57 -2.60 10.09
H 1.59 -1.44 9.21
H 1.54 -1.45 10.98
H 4.50 -1.64 8.99

Results
Strongest force on any atom = 3.634 eV/Å
HOMO-LUMO gap = 6.546 eV
HOMO energy = -11.29 eV
E_tot = -5686.108957 a.u.
Charge = +1
Relative energy (zero: lowest compared OMol25 entry of this formula, charge and spin) = 0.0000 eV

Here are the Mulliken charges for atoms 1 to 4, given in e: atom 1 (N): -0.518, atom 2 (C): -0.756, atom 3 (C): -0.245, atom 4 (C): -0.560

---

5.
2 unconnected molecules or ions with the total composition C2H10N4O2. Source: the OMol25 dataset; level of theory: ωB97M-V with the def2-TZVPD basis set.

CARTESIAN COORDINATES (ANGSTROEM)
C 1.96 -0.96 -1.60
N 1.43 0.13 -0.79
H 2.01 0.92 -1.05
H 0.68 0.83 -0.45
H 1.49 -1.91 -1.32
H 3.01 -1.09 -1.37
H 1.87 -0.81 -2.68
N -0.48 0.18 1.16
C -1.19 0.13 -0.18
N -1.14 0.70 2.26
N -2.14 1.13 -0.24
O 0.24 -1.01 1.44
O -1.11 -0.80 -0.95
H 0.64 -1.20 0.55
H -0.46 0.97 2.96
H -1.75 -0.01 2.68
H -2.26 1.72 0.57
H -2.81 1.09 -0.99

Results
Strongest force on any atom = 4.667 eV/Å
HOMO-LUMO gap = 9.560 eV
HOMO energy = -8.61 eV
E_tot = -451.568372 a.u.
SMILES = NC(=O)N(N)O.CN
Charge = 0
Relative energy (zero: lowest compared OMol25 entry of this formula, charge and spin) = 4.5067 eV

Here are the Mulliken charges for atoms 1 to 4, given in e: atom 1 (C): -0.729, atom 2 (N): -0.424, atom 3 (H): 0.226, atom 4 (H): 0.198

---

6.
2 unconnected molecules or ions with the total composition C5H13NO2. Source: the OMol25 dataset; level of theory: ωB97M-V with the def2-TZVPD basis set.

CARTESIAN COORDINATES (ANGSTROEM)
C 0.64 2.20 -0.90
C 0.03 1.60 0.31
N -0.59 0.30 0.25
C -0.96 -0.34 -1.04
C -0.86 -1.87 -1.08
C -0.72 -0.48 1.45
O -0.02 2.07 1.43
H 1.44 2.84 -0.48
H 1.13 1.51 -1.56
H -0.03 2.91 -1.40
H -1.96 0.00 -1.36
H -0.22 0.02 -1.74
H 0.04 -2.03 -0.47
H -1.63 -2.44 -0.57
H -0.71 -2.29 -2.07
H -1.12 -1.47 1.28
H -1.51 0.02 2.04
H 0.18 -0.52 2.07
H 1.93 -1.31 1.01
H 2.28 -0.01 1.65
O 2.68 -0.74 1.20

Results
Expectation value of S² = 0.7628
Spin multiplicity = 2
Strongest force on any atom = 2.550 eV/Å
HOMO-LUMO gap (spin up / spin down) = 11.843 / 7.146 eV
HOMO energy (spin up / spin down) = -15.43 / -15.43 eV
E_tot = -403.205925 a.u.
Charge = +1
Relative energy (zero: lowest compared OMol25 entry of this formula, charge and spin) = 1.0307 eV

Here are the Mulliken charges for atoms 1 to 4, given in e: atom 1 (C): -1.213, atom 2 (C): 0.705, atom 3 (N): 0.358, atom 4 (C): -0.039

---

7.
7 unconnected molecules or ions with the total composition C23H31Cl8N3. Source: the OMol25 dataset; level of theory: ωB97M-V with the def2-TZVPD basis set.

CARTESIAN COORDINATES (ANGSTROEM)
Cl 2.56 4.31 2.86
C 2.58 2.77 1.96
C 1.36 1.93 2.21
Cl -0.13 2.82 1.75
H 3.48 2.26 2.28
H 2.66 3.03 0.91
H 1.26 1.65 3.25
H 1.40 1.06 1.55
Cl 0.62 3.21 -1.84
C 1.37 3.26 -3.45
C 0.79 2.21 -4.36
Cl -0.96 2.37 -4.59
H 2.43 3.04 -3.33
H 1.30 4.28 -3.82
H 1.02 1.23 -3.96
H 1.27 2.28 -5.34
Cl 1.41 -5.21 -1.08
C 1.90 -4.53 -2.65
C 2.83 -5.47 -3.35
Cl 4.43 -5.51 -2.55
H 2.33 -3.54 -2.52
H 0.96 -4.40 -3.19
H 2.97 -5.23 -4.40
H 2.44 -6.48 -3.29
Cl 0.97 -1.11 -2.29
C -0.17 -0.39 -1.11
C -1.59 -0.56 -1.52
Cl -2.05 -2.26 -1.69
H 0.11 0.64 -0.95
H 0.04 -0.94 -0.19
H -1.84 -0.01 -2.42
H -2.18 -0.16 -0.70
N 2.64 -1.15 0.77
C 2.52 -2.46 0.86
C 3.47 -3.28 1.44
C 4.64 -2.71 1.92
C 4.76 -1.34 1.85
C 3.74 -0.60 1.27
H 1.60 -2.84 0.43
H 3.34 -4.36 1.40
H 5.41 -3.32 2.38
H 5.66 -0.86 2.23
H 3.82 0.47 1.16
N -3.45 2.11 -1.74
C -4.40 1.23 -1.48
C -5.45 1.48 -0.60
C -5.46 2.70 0.06
C -4.47 3.62 -0.20
C -3.49 3.28 -1.12
H -4.40 0.29 -2.03
H -6.22 0.75 -0.39
H -6.23 2.91 0.79
H -4.52 4.60 0.25
H -2.76 4.01 -1.45
N -2.72 -0.63 2.18
C -2.70 0.67 2.44
C -2.39 1.18 3.69
C -2.15 0.30 4.73
C -2.13 -1.06 4.45
C -2.42 -1.47 3.16
H -3.14 1.30 1.68
H -2.32 2.26 3.82
H -2.02 0.67 5.74
H -1.92 -1.78 5.23
H -2.39 -2.52 2.90

Results
Strongest force on any atom = 1.057 eV/Å
HOMO-LUMO gap = 10.054 eV
HOMO energy = -9.48 eV
E_tot = -4740.815478 a.u.
SMILES = c1ccncc1.c1ccncc1.c1ccncc1.ClCCCl.ClCCCl.ClCCCl.ClCCCl
Charge = 0
Relative energy (zero: lowest compared OMol25 entry of this formula, charge and spin) = 0.0000 eV

Here are the Mulliken charges for atoms 1 to 4, given in e: atom 1 (Cl): -0.204, atom 2 (C): -0.476, atom 3 (C): 0.502, atom 4 (Cl): -0.171

---

8.
2 unconnected molecules or ions with the total composition C3H10NO. Source: the OMol25 dataset; level of theory: ωB97M-V with the def2-TZVPD basis set.

CARTESIAN COORDINATES (ANGSTROEM)
O -0.15 0.13 0.90
C 0.40 0.32 -0.19
C 1.68 -0.27 -0.63
C 1.39 -1.31 -1.73
H -0.09 0.94 -0.94
H 2.23 -0.70 0.17
H 2.19 0.60 -1.05
H 0.85 -2.18 -1.41
H 2.29 -1.68 -2.21
H 0.82 -0.85 -2.57
N -2.54 0.96 1.46
H -1.50 0.62 1.25
H -2.66 1.04 2.48
H -2.78 1.81 0.91
H -3.22 0.24 1.18

Results
Strongest force on any atom = 1.696 eV/Å
HOMO-LUMO gap = 11.243 eV
HOMO energy = -14.87 eV
E_tot = -250.047490 a.u.
Charge = +1
Relative energy (zero: lowest compared OMol25 entry of this formula, charge and spin) = 0.1719 eV

Here are the Mulliken charges for atoms 1 to 4, given in e: atom 1 (O): -0.626, atom 2 (C): 0.168, atom 3 (C): -0.277, atom 4 (C): -1.113

---

Question: Look up the charge of the second one.
Answer: +1